No. 1
{
  "formula": "C5H11O2",
  "method": "the ωB97M-V functional and the def2-TZVPD basis",
  "symbols": ["H", "H", "H", "C", "C", "O", "H", "H", "C", "H", "C", "O", "H", "H", "H", "C", "H", "H"],
  "coordinates": [[2.322, -0.941, 1.008], [-0.336, 0.139, 2.114], [-2.604, 0.718, -1.156], [-1.942, 0.469, -1.987], [0.553, -0.480, 2.239], [1.279, 1.972, 0.251], [-1.767, -1.672, -2.231], [-0.240, -0.807, -2.183], [2.042, 1.251, 0.945], [1.020, -0.119, 3.161], [1.502, -0.221, 1.089], [3.114, 1.552, 1.506], [-1.177, -0.914, -0.650], [-1.326, 1.374, -1.995], [-2.568, 0.525, -2.884], [-1.225, -0.874, -1.729], [0.373, -1.546, 2.363], [0.980, -0.425, 0.140]],
  "forces_ev_per_a": [[0.3, 0.1, 0.8], [-0.3, -0.4, -0.1], [-0.3, -0.3, 0.0], [-0.6, 0.8, 0.2], [0.9, 0.7, 0.4], [0.2, 0.2, 0.1], [-0.1, -0.3, 0.5], [0.2, -0.3, 0.3], [-0.7, -0.3, -0.1], [0.0, -0.1, 0.1], [0.3, -0.2, -1.6], [0.0, -0.2, 0.1], [0.4, -0.8, 0.1], [0.6, -0.5, -0.2], [0.2, -0.3, -0.1], [-0.3, 1.7, -0.8], [-0.5, 0.0, 0.0], [-0.2, 0.2, 0.3]],
  "e_tot_ev": -9459.4780,
  "max_force_ev_per_a": 1.92,
  "total_charge": -1,
  "de_lowest_kcal_mol": 12.7,
  "homo_lumo_gap_ha": 0.2768
}


No. 2
{
  "formula": "CH5NO2",
  "method": "the ωB97M-V functional and the def2-TZVPD basis",
  "symbols": ["N", "H", "C", "H", "H", "O", "H", "H", "O"],
  "coordinates": [[-1.311, 1.531, 0.172], [-0.341, -1.327, -0.586], [0.436, -1.119, 0.194], [-0.597, 2.102, 0.593], [0.758, -2.131, 0.387], [-1.357, 1.590, -1.053], [0.019, -0.756, 1.163], [0.914, 0.422, -0.557], [1.480, -0.312, -0.313]],
  "forces_ev_per_a": [[-2.3, -1.6, -2.3], [0.2, 0.8, 0.7], [-0.9, -1.5, 0.2], [1.5, 1.3, -0.2], [0.8, -0.2, 0.2], [0.8, 0.4, 2.5], [0.0, 0.0, -0.8], [0.8, 0.8, -0.6], [-0.9, 0.0, 0.3]],
  "e_tot_ev": -6699.3727,
  "max_force_ev_per_a": 3.64,
  "smiles": "N=O.CO",
  "de_lowest_kcal_mol": 100.1,
  "homo_lumo_gap_ha": 0.3350
}


No. 3
{
  "formula": "C31H63N13O3PbS",
  "method": "the ωB97M-V functional and the def2-TZVPD basis",
  "symbols": ["C", "C", "C", "N", "H", "N", "H", "H", "H", "H", "C", "N", "Pb", "N", "H", "H", "H", "H", "H", "C", "H", "N", "H", "H", "H", "N", "C", "H", "H", "C", "C", "H", "H", "H", "H", "N", "H", "H", "H", "C", "H", "H", "C", "H", "H", "N", "C", "C", "H", "C", "H", "H", "C", "O", "H", "H", "H", "H", "O", "H", "C", "H", "C", "H", "H", "H", "H", "H", "N", "H", "H", "C", "C", "N", "O", "H", "H", "H", "C", "C", "C", "C", "H", "C", "H", "H", "N", "C", "S", "H", "C", "C", "H", "H", "C", "H", "H", "H", "H", "C", "H", "N", "H", "H", "C", "H", "H", "H", "C", "H", "N", "C"],
  "coordinates": [[-1.710, 4.471, 0.778], [1.215, 0.138, 4.064], [-1.627, -4.236, -3.515], [-1.056, 2.272, -1.992], [1.293, 1.604, -6.355], [-0.194, 0.364, 3.823], [3.057, 3.131, -5.342], [-1.707, 3.615, 1.444], [-2.557, 2.382, -3.463], [-2.742, 4.826, 0.719], [2.841, 2.720, -4.354], [1.542, -1.339, 0.242], [-0.614, 0.062, 0.935], [-3.830, 1.065, 0.834], [-0.199, 0.334, -1.835], [-1.483, 2.533, 4.153], [-3.284, -1.081, 5.173], [0.532, -2.522, 2.184], [-2.273, -1.428, 7.200], [-0.174, -2.104, 5.467], [4.220, -4.333, -0.846], [-0.309, -1.981, -2.714], [3.112, -0.673, 2.233], [-0.168, -4.326, -5.123], [2.842, 3.024, 1.795], [0.703, -3.491, 0.354], [2.992, -2.365, -2.149], [-3.067, 2.891, -1.832], [0.986, -2.276, -4.277], [1.400, 2.215, -4.272], [3.129, -4.401, -0.807], [-3.406, -5.403, -3.635], [-0.871, -4.618, -0.414], [2.848, -4.812, 0.160], [2.804, -5.092, -1.592], [-2.079, -3.549, -2.479], [-1.334, 4.604, -2.573], [4.031, 0.610, 1.445], [-0.750, 0.800, -3.389], [-3.505, -0.039, 4.953], [-2.198, -5.799, -4.885], [-0.595, 3.073, -4.478], [0.822, 3.017, 1.008], [3.620, -1.116, -0.137], [2.789, -2.966, -3.040], [-2.268, 0.706, 4.766], [0.104, -2.665, -3.775], [-0.014, -3.254, 1.590], [-0.811, -2.940, 5.774], [1.597, -2.580, -0.129], [-1.087, 5.274, 1.184], [0.298, 3.059, 1.970], [2.008, 1.232, 3.360], [-4.698, 1.518, 0.106], [-4.095, 0.378, 5.774], [0.506, -4.454, -1.492], [-1.031, -2.893, 1.402], [-2.635, 5.298, -1.591], [-2.633, 1.541, 0.747], [3.549, 1.909, -4.165], [-2.345, -5.512, -3.844], [-2.680, 1.855, 3.032], [-2.462, 2.186, -2.392], [2.442, -1.431, -2.237], [-1.963, -6.317, -3.213], [-4.093, -0.003, 4.034], [-2.848, 1.188, -2.170], [0.642, 3.855, -5.467], [-0.841, -0.852, 5.743], [-0.686, -0.943, 7.816], [1.594, 2.257, -2.116], [1.196, 1.588, -2.885], [3.043, 0.121, 1.487], [0.094, 2.242, 0.014], [-4.034, 0.183, 1.673], [1.806, 0.679, -2.844], [0.960, 4.051, 0.673], [3.039, 1.280, 3.747], [-1.061, 0.069, 4.733], [2.739, -0.526, 0.142], [2.173, 2.360, 1.227], [-0.226, 1.185, -2.514], [0.608, -5.560, -0.102], [-1.576, 5.024, -1.602], [1.526, 2.181, 3.600], [0.585, 4.153, -3.725], [2.561, -3.082, -0.971], [0.449, 3.391, -4.496], [-2.208, -1.498, -0.859], [0.009, -2.197, 4.399], [-0.521, -3.802, -4.247], [0.219, -4.598, -0.451], [1.550, -0.838, 3.687], [1.921, 0.359, -5.270], [1.185, 1.161, -5.362], [-1.807, 0.282, 7.199], [-0.987, 5.934, -1.455], [2.632, 2.193, 0.252], [4.066, -2.155, -2.116], [-2.417, 1.979, 4.084], [0.191, 0.715, -5.304], [-1.286, 4.070, -0.548], [3.021, 3.503, -3.614], [-0.085, -4.192, 2.148], [-1.441, -2.411, -2.124], [1.452, 0.153, 5.136], [0.780, -2.193, 5.996], [2.614, 0.248, -0.623], [-1.440, -0.731, 7.054], [-3.207, 2.545, 4.583], [2.018, 1.071, 1.905], [-0.738, 2.848, -0.795]],
  "forces_ev_per_a": [[0.0, 0.0, 0.0], [0.0, 0.0, 0.0], [0.0, 0.0, 0.0], [0.0, 0.0, 0.1], [0.0, 0.0, 0.0], [0.0, 0.2, 0.0], [0.0, 0.0, 0.0], [0.0, 0.0, 0.0], [0.0, 0.0, 0.0], [0.0, 0.0, 0.0], [0.0, 0.0, 0.0], [0.0, 0.1, 0.0], [-0.1, -0.1, 0.2], [0.1, 0.0, 0.1], [0.0, 0.0, 0.0], [0.0, 0.0, 0.0], [0.0, 0.0, 0.0], [0.0, 0.0, 0.0], [0.0, 0.0, 0.0], [0.0, 0.0, 0.0], [0.0, 0.0, 0.0], [0.0, 0.1, 0.0], [0.0, 0.0, 0.0], [0.0, 0.0, 0.0], [0.0, 0.0, 0.0], [0.1, 0.0, 0.1], [0.0, 0.0, 0.0], [0.0, 0.0, 0.0], [0.0, 0.0, 0.0], [0.0, 0.0, 0.0], [0.0, 0.0, 0.0], [0.0, 0.0, 0.0], [0.0, 0.0, 0.0], [0.0, 0.0, 0.0], [0.0, 0.0, 0.0], [0.0, 0.0, 0.0], [0.0, 0.0, 0.0], [0.0, 0.0, 0.0], [0.0, 0.0, 0.0], [0.0, 0.0, 0.0], [0.0, 0.0, 0.0], [0.0, 0.0, 0.0], [0.0, 0.0, 0.0], [-0.1, 0.1, 0.0], [0.0, 0.0, 0.0], [0.0, 0.0, 0.1], [0.0, 0.0, 0.0], [0.0, 0.0, 0.0], [0.0, 0.0, 0.0], [-0.1, 0.0, 0.1], [0.0, 0.0, 0.0], [0.0, 0.0, 0.0], [0.0, 0.0, 0.0], [0.0, 0.0, 0.0], [0.0, 0.0, 0.0], [0.0, 0.0, 0.0], [0.0, 0.0, 0.0], [0.0, 0.0, 0.0], [-0.1, 0.2, -0.2], [0.0, 0.0, 0.0], [0.0, 0.0, 0.0], [0.0, 0.0, 0.0], [0.0, 0.0, 0.0], [0.0, -0.1, 0.0], [0.0, 0.0, 0.0], [0.0, 0.0, 0.0], [0.0, 0.0, 0.0], [0.0, 0.0, 0.0], [0.0, 0.0, 0.0], [0.0, 0.0, 0.0], [0.0, 0.0, 0.0], [0.0, 0.0, 0.0], [0.0, 0.0, -0.1], [-0.1, 0.0, 0.0], [0.0, -0.1, 0.0], [0.0, 0.0, 0.0], [0.0, 0.0, 0.0], [0.0, 0.0, 0.0], [0.0, -0.1, 0.0], [0.1, 0.0, 0.1], [0.0, 0.0, 0.0], [0.0, 0.0, 0.1], [0.0, 0.0, 0.0], [-0.1, -0.1, 0.0], [0.0, 0.0, 0.0], [0.0, 0.0, 0.0], [0.1, -0.1, -0.2], [0.0, 0.0, 0.0], [0.2, 0.0, -0.1], [0.0, 0.0, 0.0], [0.0, 0.0, 0.0], [0.0, 0.0, -0.1], [0.0, 0.0, 0.0], [0.0, 0.0, 0.0], [0.0, 0.0, 0.0], [0.0, 0.0, 0.0], [0.0, 0.0, 0.0], [0.0, 0.0, 0.0], [0.0, 0.0, 0.0], [0.0, 0.0, 0.0], [0.0, 0.0, 0.0], [0.1, 0.3, 0.0], [0.0, 0.0, 0.0], [0.0, 0.0, 0.0], [-0.2, -0.1, 0.1], [0.0, 0.0, 0.0], [0.0, 0.0, 0.0], [0.0, 0.0, 0.0], [0.0, 0.0, 0.0], [0.0, 0.0, 0.0], [0.0, 0.0, 0.0], [0.0, -0.2, -0.2]],
  "e_tot_ev": -74763.9727,
  "max_force_ev_per_a": 0.31,
  "de_lowest_kcal_mol": 0.0,
  "homo_lumo_gap_ha": 0.2756
}


No. 4
{
  "formula": "C3H7NO2S",
  "method": "the ωB97M-V functional and the def2-TZVPD basis",
  "symbols": ["H", "S", "H", "H", "C", "H", "C", "H", "O", "C", "H", "O", "N", "H"],
  "coordinates": [[1.140, -1.524, 0.072], [-1.743, -0.170, 0.120], [-3.225, 1.387, 0.308], [0.507, 0.251, 1.496], [1.131, 0.449, -0.427], [1.990, -1.216, -1.428], [0.342, 0.707, 0.603], [0.952, 0.949, -1.358], [-1.452, -1.440, 0.762], [1.783, -0.866, -0.482], [0.241, 1.809, 0.685], [-1.714, -0.139, -1.328], [-2.724, 0.657, 0.931], [2.771, -0.853, 0.048]],
  "forces_ev_per_a": [[-0.2, -0.7, 0.2], [-1.7, -2.0, -0.4], [1.4, -1.4, 1.2], [0.1, -1.6, 2.4], [-0.6, -2.4, -1.6], [0.2, -0.8, -2.2], [0.4, 4.6, -0.3], [0.5, 0.9, -0.3], [0.6, 1.3, -0.4], [1.4, 0.6, 2.1], [-1.2, -0.6, 0.1], [0.3, 0.5, 0.9], [-0.5, 1.6, -1.5], [-0.7, 0.1, -0.2]],
  "e_tot_ev": -19641.1452,
  "max_force_ev_per_a": 4.62,
  "de_lowest_kcal_mol": 102.8,
  "homo_lumo_gap_ha": [0.3303, 0.3303]
}